Entry 1:
This record from the Open Molecules 2025 dataset describes a cluster of 2 separate species, BrH3NP in total. The level of theory is the ωB97M-V functional and the def2-TZVPD basis.

Properties
Lowest unoccupied orbital energy: -0.231 eV
Orbital gap: 8.67 eV
Calculated total energy: -80868.39833 eV
Relative energy (zero: lowest compared OMol25 entry of this formula, charge and spin): 2.0939 eV
2S+1: 1

Element x y z (Å)
N: -0.9785 0.0973 -0.1285
P: 0.4969 0.8345 0.0729
Br: 1.2032 -0.0784 1.9911
H: -1.6929 0.4434 -0.7105
H: -0.9517 -0.8244 -0.3626
H: 1.9231 -0.4724 -0.8625

Results of the Löwdin charge analysis, in e, for atoms 1 through 5: N -0.340; P 0.322; Br 0.044; H 0.018; H -0.020

Entry 2:
This record from the Open Molecules 2025 dataset describes the molecule C5H11NO. The level of theory is the ωB97M-V functional and the def2-TZVPD basis.

Properties
Lowest unoccupied orbital energy: -0.641 eV
Orbital gap: 7.39 eV
Calculated total energy: -8896.07229 eV
Relative energy (zero: lowest compared OMol25 entry of this formula, charge and spin): 5.6251 eV
2S+1: 1

Element x y z (Å)
C: -0.6600 0.7733 0.0195
C: -0.1354 -0.4407 -0.6204
C: 0.3295 -1.6073 0.2203
C: -0.8110 -0.7658 -1.9299
C: -0.0788 1.1281 1.4299
N: 1.4117 1.3622 1.1477
O: -0.4465 0.1804 2.2181
H: -0.4210 2.1541 1.7135
H: -1.5468 1.0849 -0.5400
H: 0.6018 0.5397 -0.6449
H: 1.3765 -1.3906 0.4830
H: -0.1973 -1.6935 1.1611
H: 0.3832 -2.5903 -0.2568
H: -0.1956 -1.4109 -2.5615
H: -1.0620 0.1578 -2.4445
H: -1.6829 -1.3678 -1.7428
H: 1.8564 1.8237 1.9334
H: 1.2783 2.0628 0.4144

Results of the Löwdin charge analysis, in e, for atoms 1 through 5: C 0.115; C -0.355; C -0.039; C -0.056; C -0.658

- orbital gap of number 1 (BrH3NP)?
  8.67 eV